# 1
# C34H55N4OP2STi

A structure of composition C34H55N4OP2STi in a non-equilibrium geometry (ωB97M-V/def2-TZVPD, the OMol25 dataset).

```
98
Properties=species:S:1:pos:R:3:forces:R:3
C -0.865172 2.177777 -2.151476 -0.536 0.316 -0.264
C -1.593873 2.502559 0.085533 0.230 -1.044 0.688
C -1.543531 3.312460 -2.583718 0.670 -0.854 -0.402
C -2.116492 3.762606 -0.292873 -0.221 0.813 -0.168
C -2.114439 4.151032 -1.617139 -0.074 -0.117 0.920
H -1.577985 3.534862 -3.645512 0.054 0.113 0.177
H -2.524554 4.384436 0.508135 -0.027 -0.110 -0.447
H -2.550552 5.101010 -1.914834 0.024 -0.143 0.094
N -0.857158 1.812505 -0.852742 -0.261 0.224 -0.141
P 1.340677 0.551157 -2.172710 -0.252 0.190 -0.534
P -1.606685 0.239605 1.858693 -1.409 1.037 0.350
C -0.102992 1.255333 -3.101440 -0.188 -0.006 -0.167
H -0.753007 0.423277 -3.421593 0.175 0.312 0.249
H 0.201931 1.774967 -4.021576 -0.175 -0.119 0.365
C 0.394627 -1.710402 0.691420 0.996 -4.309 1.064
O 0.500274 -2.843488 1.025708 -0.430 3.059 -0.764
C -1.809574 1.910010 1.356385 0.716 1.412 0.140
H -2.191753 2.575152 2.132025 -0.163 0.047 -0.301
C -3.430417 -0.396013 1.696089 0.533 -0.244 0.316
C -1.156475 0.296106 3.726959 -0.131 -0.190 -0.310
C 1.907360 -0.982802 -3.106621 0.119 0.512 -0.157
C 2.561352 1.988238 -2.313332 0.151 -0.145 -0.199
C -3.322117 -1.916133 1.504334 -0.499 -0.081 0.046
H -2.879306 -2.403270 2.385477 -0.138 0.116 -0.289
H -4.329919 -2.334974 1.353936 0.236 -0.029 0.047
H -2.714492 -2.174890 0.630614 -0.067 0.006 0.212
C -4.329465 -0.057756 2.891251 -0.293 -0.162 -0.017
H -4.023886 -0.526695 3.832229 -0.078 0.125 -0.266
H -4.414161 1.028541 3.028445 0.064 -0.278 -0.001
H -5.342625 -0.428197 2.663192 0.224 0.076 0.060
C -4.091401 0.296723 0.493833 -0.063 -0.054 -0.017
H -5.077505 -0.158343 0.300525 0.269 0.036 0.131
H -4.237076 1.369437 0.688869 0.078 -0.391 -0.100
H -3.498605 0.201021 -0.417836 -0.115 0.264 0.156
C -1.308947 -1.134659 4.276844 0.066 0.038 0.199
H -0.768227 -1.860685 3.653754 -0.087 0.118 0.113
H -0.876507 -1.176044 5.288313 -0.111 -0.006 -0.216
H -2.353065 -1.458115 4.354194 0.278 0.081 -0.040
C 0.302214 0.729458 3.899293 0.210 -0.061 0.011
H 1.006586 0.016630 3.460051 -0.160 0.054 0.068
H 0.499947 1.711304 3.455862 -0.120 -0.189 0.079
H 0.530929 0.793402 4.973936 -0.133 -0.043 -0.204
C -1.975185 1.302907 4.548688 -0.208 -0.016 0.246
H -3.046697 1.098233 4.585685 0.320 0.056 -0.039
H -1.609676 1.255310 5.587292 -0.058 0.046 -0.262
H -1.829971 2.331961 4.200623 0.027 -0.213 0.037
C 3.943038 1.495210 -1.861948 0.279 0.192 0.068
H 4.612459 2.363304 -1.765503 -0.120 -0.152 -0.064
H 3.899166 1.011680 -0.877921 -0.015 0.040 -0.306
H 4.407764 0.807511 -2.579537 -0.142 0.170 0.147
C 2.118155 3.144709 -1.399940 -0.093 -0.048 0.393
H 1.136157 3.542577 -1.680573 0.254 -0.019 0.021
H 2.085882 2.833610 -0.346258 -0.009 0.360 -0.593
H 2.859674 3.954891 -1.484467 -0.193 -0.196 -0.067
C 2.647254 2.568359 -3.733378 0.262 0.058 -0.198
H 3.431566 3.341129 -3.732746 -0.204 -0.160 -0.008
H 2.916973 1.831304 -4.494845 -0.065 0.243 0.184
H 1.714598 3.057570 -4.036056 0.227 -0.045 0.107
C 0.705007 -1.918390 -3.329534 0.022 -0.075 -0.016
H -0.097015 -1.447717 -3.912927 0.217 -0.142 0.075
H 1.052605 -2.802647 -3.887704 -0.072 0.258 0.139
H 0.281127 -2.269689 -2.382221 0.130 0.068 -0.156
C 2.939307 -1.725941 -2.239893 0.043 -0.118 -0.071
H 2.507135 -2.049669 -1.282961 0.020 0.091 -0.195
H 3.262271 -2.623570 -2.787052 -0.022 0.158 0.155
H 3.827244 -1.121696 -2.026078 -0.187 -0.154 -0.077
C 2.511456 -0.617282 -4.467463 0.134 -0.492 -0.267
H 1.830975 -0.007623 -5.075760 0.148 -0.099 0.162
H 3.478761 -0.109181 -4.380526 -0.275 -0.081 0.021
H 2.694188 -1.547462 -5.026030 -0.008 0.175 0.064
Ti 0.111356 0.112798 0.001644 0.030 -0.027 0.402
N -1.294611 -0.874202 -1.196523 -4.451 -0.693 -1.336
C -2.371740 -1.146941 -1.615031 4.928 0.405 0.453
C -3.346541 -1.735789 -2.444609 -1.643 -0.229 -0.849
C -3.110867 -3.047100 -2.905319 -0.047 0.088 0.110
C -4.498193 -1.027584 -2.869645 0.297 -0.377 0.072
C -4.050682 -3.675092 -3.722701 0.209 0.242 0.151
H -2.176607 -3.538773 -2.623184 -0.396 0.033 -0.043
C -5.434506 -1.673733 -3.679852 0.269 0.154 0.148
H -4.616957 0.018862 -2.580199 -0.103 -0.390 0.001
C -5.214573 -2.993369 -4.089089 0.001 -0.037 0.034
H -3.857863 -4.694014 -4.068079 -0.147 0.393 0.099
H -6.333521 -1.136837 -3.995268 0.361 -0.237 0.095
H -5.957225 -3.498070 -4.711292 0.246 0.197 0.192
C 4.117947 -2.243978 2.118810 0.142 -0.342 0.262
N 3.120177 -1.177332 2.082697 -0.186 0.121 -0.537
C 3.321674 0.068726 1.653922 -0.680 0.517 0.096
S 1.987767 1.115743 1.179608 1.626 -0.326 0.528
N 4.559835 0.611317 1.643899 -0.761 0.328 0.147
C 5.601132 0.279497 2.616561 0.314 -0.140 -0.111
H 4.969720 -2.031089 1.461307 -0.345 0.012 0.167
H 3.643210 -3.173207 1.784182 0.082 0.255 0.020
H 4.469402 -2.399044 3.146396 0.052 -0.019 -0.297
H 2.147595 -1.487629 2.051681 0.541 0.297 0.083
H 4.558169 1.584038 1.334911 -0.107 -0.530 0.042
H 6.335127 -0.392481 2.161642 -0.013 0.126 0.283
H 6.100662 1.208081 2.905226 -0.079 -0.217 -0.024
H 5.170680 -0.182714 3.509655 0.085 0.118 -0.169
```
Positions in Å, forces in eV/Å.

Results
F_max, Eh/bohr: 0.0966
HOMO (spin up / spin down), eV: -8.4967 / -8.5721
Multiplicity: 3
Energy relative to the best compared isomer or geometry (same formula, charge and spin), kcal per mole: 0.0
Net charge: +1
<S²>: 2.012

# 2
# C34H56BFN14O3S

A cluster of 11 separate species, C34H56BFN14O3S in total in a non-equilibrium geometry (ωB97M-V/def2-TZVPD, the OMol25 dataset).

```
110
Properties=species:S:1:pos:R:3:forces:R:3
C 4.628847 -0.399118 1.455025 -0.124 0.676 -0.027
C 4.352953 0.710044 1.059574 0.165 -0.307 0.221
C 4.032539 2.077895 0.588741 -0.246 -0.491 -0.289
C 2.516102 2.396844 0.659223 0.676 -0.391 0.058
C 1.819727 1.689194 -0.504304 -0.058 0.536 0.052
C 0.273558 1.738896 -0.574272 -0.015 -0.886 -0.352
C -0.215290 2.992398 -1.336325 0.352 0.284 0.243
C -0.108060 4.398681 -0.662068 -0.563 0.232 -0.463
N -0.059175 4.357208 0.789288 0.171 -0.155 0.097
N 1.048413 5.176757 -1.128482 0.141 -0.181 0.187
N -1.348782 5.106952 -1.046949 0.294 -0.084 0.309
C -0.152559 0.561021 -1.502561 -0.177 0.153 0.195
O 0.351966 0.289468 -2.570595 -0.081 -0.024 0.067
N -1.197295 -0.145315 -0.915579 -0.122 1.143 -0.204
C -1.815749 0.636644 0.179495 0.320 -0.400 -0.247
B -2.280701 -0.376453 1.350274 -0.285 -0.155 0.206
O -2.511164 -1.702885 1.042117 0.382 0.326 -0.161
O -2.577655 0.010728 2.640439 -0.028 0.045 -0.382
C -2.915064 1.598389 -0.387556 -0.158 0.152 0.447
F -2.899774 1.541049 -1.791133 0.010 -0.076 0.072
C -4.353226 1.336967 0.043079 -0.373 0.224 0.031
C -4.743901 2.072378 1.336002 0.307 0.405 -0.586
C -0.514289 1.325197 0.695645 0.032 -0.011 -0.011
S 0.362809 -0.070671 1.543462 0.159 -0.010 0.037
H 4.912977 -1.353327 1.866851 -0.128 0.321 -0.271
H 4.329990 2.149146 -0.466208 0.165 0.090 0.265
H 4.619147 2.817565 1.139236 -0.041 -0.145 0.048
H 2.147008 2.038847 1.623797 -0.105 0.286 -0.127
H 2.418096 3.480970 0.619753 -0.226 -0.069 0.063
H 2.178156 2.155796 -1.432246 -0.008 -0.152 0.063
H 2.175852 0.656929 -0.540847 -0.138 0.013 0.135
H 0.393818 3.013430 -2.247266 -0.147 0.000 0.034
H -1.239425 2.891149 -1.668965 -0.079 -0.171 0.038
H -0.984619 4.523302 1.166533 -0.020 -0.012 -0.009
H 0.552676 5.090758 1.125540 -0.071 0.090 -0.035
H 1.021580 5.211919 -2.142290 -0.009 0.086 0.011
H 1.915884 4.694907 -0.905725 -0.024 -0.017 0.035
H -1.324963 5.357679 -2.030347 -0.085 -0.075 -0.034
H -1.371812 5.973826 -0.518369 0.004 0.111 -0.175
H -1.819689 -0.587595 -1.577714 0.062 -0.060 0.093
H -2.296941 -2.242696 1.811281 -0.264 -0.187 0.100
H -2.315860 0.916577 2.819824 0.063 0.038 0.164
H -2.677057 2.634948 -0.117176 0.050 -0.059 -0.120
H -4.976542 1.768193 -0.749890 0.108 -0.151 0.019
H -4.599369 0.269579 0.075509 0.195 0.019 0.088
H -4.582196 3.144414 1.163639 -0.057 -0.102 0.126
H -4.134967 1.791128 2.190195 -0.247 -0.160 0.101
H -5.805271 1.943081 1.547573 0.107 -0.163 0.176
H -0.707888 2.118132 1.414307 0.113 0.026 -0.151
H 0.838557 0.591112 2.608706 -0.119 -0.011 -0.039
C -7.300076 5.499260 -0.014874 0.199 0.016 0.097
C -6.023768 5.830167 0.614524 -0.022 -0.060 -0.035
N -5.017841 6.083291 1.105332 0.031 -0.009 0.009
H -7.131108 5.190494 -1.044785 -0.027 0.001 -0.004
H -7.782484 4.687393 0.524925 -0.037 0.008 -0.012
H -7.956681 6.363205 -0.000213 -0.044 0.006 0.007
C 3.657565 -4.871059 1.153865 0.183 -0.045 0.167
C 4.763441 -4.144397 1.766029 0.047 0.034 0.068
N 5.620009 -3.551055 2.249553 -0.041 -0.093 -0.012
H 2.739099 -4.311355 1.296302 -0.086 0.016 -0.051
H 3.830570 -4.986467 0.088297 -0.067 0.038 -0.013
H 3.559321 -5.852893 1.616094 0.000 0.029 -0.011
C -4.708482 -4.185924 0.550195 -0.002 0.003 -0.016
C -3.662862 -5.048149 1.090665 -0.020 0.043 -0.040
N -2.834302 -5.718398 1.515730 0.014 0.003 0.034
H -4.258334 -3.416335 -0.073936 0.004 0.014 0.027
H -5.410712 -4.771588 -0.040098 0.015 -0.019 0.009
H -5.243865 -3.704664 1.366500 -0.005 0.015 -0.007
C 4.109483 1.021137 -4.045454 0.066 -0.064 0.046
C 4.970029 1.857332 -3.215388 -0.109 0.055 -0.014
N 5.623476 2.536721 -2.559919 0.010 0.001 -0.038
H 3.348785 0.541352 -3.430541 -0.003 -0.017 0.005
H 3.621342 1.633557 -4.801127 0.006 0.003 -0.010
H 4.707155 0.250762 -4.529043 -0.053 -0.046 0.013
C 2.805004 -2.186494 6.439355 -0.050 -0.069 -0.023
C 2.032108 -2.265296 5.206643 0.093 0.092 -0.120
N 1.437352 -2.333301 4.227124 -0.093 -0.007 -0.009
H 2.454532 -1.353000 7.045490 0.013 -0.007 -0.001
H 2.674162 -3.117384 6.987949 0.118 0.071 0.099
H 3.860658 -2.050075 6.209440 -0.032 -0.002 -0.017
C -9.899452 7.037817 -3.209904 -0.014 -0.026 0.045
C -10.141549 6.322317 -1.960761 -0.050 0.028 -0.064
N -10.331846 5.761950 -0.977875 0.009 -0.007 -0.016
H -9.119263 6.535406 -3.778606 -0.005 0.006 -0.008
H -10.812096 7.062535 -3.801886 0.005 0.005 -0.007
H -9.585426 8.057593 -2.995802 -0.003 0.001 -0.009
C -0.454453 -2.804606 -1.847657 0.031 -0.324 0.016
C 0.665172 -3.629315 -1.411565 0.017 0.144 -0.020
N 1.570383 -4.242254 -1.063612 -0.028 -0.131 -0.112
H -0.083249 -1.988334 -2.467646 0.025 -0.018 0.013
H -1.154185 -3.409889 -2.422293 -0.001 -0.040 -0.020
H -0.960850 -2.385690 -0.977762 0.130 -0.230 -0.043
C 4.887637 -5.399658 -3.373616 0.035 0.018 0.015
C 4.759506 -3.953320 -3.509089 -0.113 -0.175 0.056
N 4.643105 -2.818259 -3.616743 0.079 0.225 -0.099
H 4.426078 -5.894752 -4.225638 0.021 -0.007 -0.004
H 5.940865 -5.671615 -3.337861 -0.018 -0.066 0.006
H 4.398708 -5.732910 -2.460102 -0.027 0.035 -0.003
C 8.324045 -4.612508 -5.198921 -0.018 -0.057 -0.028
C 7.810167 -5.928790 -5.569920 -0.004 0.117 0.042
N 7.388240 -6.958320 -5.849432 -0.020 -0.032 0.006
H 7.495763 -3.925094 -5.030600 0.006 0.008 0.002
H 8.914000 -4.689861 -4.287572 0.005 0.011 -0.002
H 8.952248 -4.223497 -5.997672 0.002 0.012 0.007
C 0.148033 -5.892829 7.212968 0.041 0.024 0.024
C 1.442178 -5.472868 7.742351 -0.011 -0.071 -0.040
N 2.465925 -5.146810 8.146525 -0.079 -0.007 0.012
H 0.295285 -6.582793 6.384546 0.002 0.003 -0.001
H -0.426208 -6.387165 7.993935 -0.007 0.001 -0.005
H -0.403685 -5.025365 6.855312 0.002 -0.003 -0.005
```
Positions in Å, forces in eV/Å.

Results
F_max, Eh/bohr: 0.0227
SMILES string: C#CCCC[C@@]1(CC(N)(N)N)C(=O)N[C@](B(O)O)([C@@H](F)CC)[C@H]1S.CC#N.CC#N.CC#N.CC#N.CC#N.CC#N.CC#N.CC#N.CC#N.CC#N
HOMO, eV: -8.9235
Net charge: 0